107
Properties=species:S:1:pos:R:3:forces:R:3 method="wB97M-V/def2-TZVPD" gap_ha="0.157 / 0.254" multiplicity=2 lumo_ev="-0.481 / -0.481" e_tot_ha=-5451.98211
Li 0.226833 0.527885 -0.206059 -0.11 0.06 0.10
C 3.969659 0.394923 -0.803451 -0.08 -0.30 0.12
P 2.621341 0.891948 0.328619 0.13 0.12 0.00
C 2.809671 2.699926 0.298668 0.19 0.20 0.05
N 4.089258 3.117519 0.422103 -0.43 1.35 -0.01
C 4.225308 4.525453 0.563608 0.62 -1.32 0.21
C 5.507513 5.053881 0.792830 0.21 -0.37 0.02
C 5.712709 6.409772 1.023909 0.74 -0.69 -0.31
C 4.621300 7.249013 0.971839 -0.59 0.38 0.22
C 3.345085 6.765115 0.767204 -0.10 -0.95 -0.37
C 3.120302 5.381336 0.579039 -0.61 0.47 0.10
N 1.825516 4.893510 0.430394 0.54 0.87 -0.11
C 1.711652 3.586787 0.246249 0.21 -0.63 0.39
P 0.014092 3.021045 -0.082261 -0.07 -0.21 0.05
C -0.986399 4.040722 1.077375 0.28 0.25 0.58
C -0.347687 3.775086 -1.760961 -0.60 -0.03 0.03
C 0.021401 5.255050 -1.900130 -0.42 -0.21 0.37
C 0.453201 2.976963 -2.789042 0.10 0.03 0.45
C -1.849654 3.552189 -2.045008 -0.24 0.23 -0.23
C 3.240222 0.348492 2.012342 0.70 0.03 0.53
C 2.128348 0.604659 3.025224 -0.64 0.33 -0.35
C 3.566009 -1.148148 1.961273 0.68 0.13 -0.34
C 4.514572 1.048483 2.563037 -0.07 0.13 -0.51
H 4.903048 0.893935 -0.527843 -0.17 -0.03 -0.14
H 3.649756 0.677916 -1.808869 0.22 0.05 0.01
H 4.084231 -0.693850 -0.773103 0.07 0.14 -0.09
H 6.315243 4.319316 0.810025 -0.07 0.32 -0.01
H 6.721466 6.821777 1.185171 -0.57 -0.34 -0.02
H 4.752556 8.295936 1.147677 0.08 0.53 -0.03
H 2.487887 7.408967 0.683571 -0.18 0.25 0.18
H -0.593407 5.070716 1.070253 -0.25 -0.34 -0.08
H -0.918119 3.686428 2.126788 0.19 -0.05 -0.65
H -2.042750 4.008848 0.816294 0.02 0.08 -0.10
H 1.087061 5.353268 -2.036562 0.30 0.19 0.05
H -0.261491 5.823099 -1.008411 0.04 0.04 -0.28
H -0.490191 5.657799 -2.775025 -0.01 0.11 -0.07
H 1.512126 3.093760 -2.559602 0.16 0.12 -0.35
H 0.205315 3.322704 -3.792655 0.21 0.01 -0.10
H 0.251461 1.907999 -2.727015 -0.22 -0.20 -0.07
H -2.533129 3.851237 -1.228262 0.42 -0.07 -0.34
H -2.011490 2.486263 -2.249795 -0.13 0.19 0.04
H -2.155128 4.135700 -2.944262 0.21 -0.44 0.47
H 1.239491 -0.017293 2.857062 0.06 0.02 -0.17
H 1.796493 1.659906 3.017757 0.22 -0.38 0.01
H 2.490094 0.362193 4.011527 0.14 -0.02 0.50
H 2.763099 -1.744796 1.551162 -0.44 -0.19 -0.05
H 3.797091 -1.497834 2.975087 -0.05 -0.05 -0.17
H 4.453325 -1.328244 1.318219 -0.40 0.07 0.47
H 4.368936 2.121892 2.629686 -0.03 0.09 0.08
H 5.388539 0.903034 1.916341 -0.22 -0.05 0.05
H 4.766395 0.666701 3.562441 -0.19 -0.10 -0.19
F -8.038085 0.867696 1.188055 -0.34 0.40 0.44
C -7.553421 0.730951 -0.034927 0.58 -0.36 -0.84
F -8.050769 1.685601 -0.840455 -0.12 0.05 0.29
F -8.030625 -0.449394 -0.503368 0.00 0.10 -0.03
C -6.042371 0.715826 -0.054085 -0.37 -0.53 0.63
C -5.365025 0.869443 -1.252333 0.61 0.04 0.12
C -3.993139 0.622484 -1.311521 -0.47 -0.04 -0.67
C -3.301462 0.163310 -0.200102 -0.49 -0.02 0.45
C -3.995213 0.083166 1.006363 -1.20 0.40 0.27
C -5.372764 0.328387 1.112553 1.56 0.29 -2.04
C -2.040293 -0.516742 -0.248356 -1.70 2.05 -0.27
C -1.167210 -1.326492 -0.301195 1.82 -1.61 0.10
H -5.881973 1.126918 -2.167949 -0.09 0.09 0.14
H -3.519269 0.712545 -2.280765 0.18 -0.09 0.10
H -3.486297 -0.199449 1.893613 0.51 -0.41 0.54
H -5.867112 0.154103 2.024137 -0.59 -0.01 0.92
C -4.238916 -3.566291 -0.418323 -0.14 -0.04 -0.62
Si -2.628299 -3.992055 -1.291796 0.05 -0.93 0.68
C -2.718400 -3.195273 -2.932663 0.46 0.94 -0.95
C -2.559953 -5.881339 -1.519193 0.38 0.21 0.59
Ge -0.636622 -3.202036 -0.198579 0.76 -0.29 -0.22
Si -0.654173 -3.756649 2.178998 -0.88 -0.02 -0.69
C 0.909286 -3.631381 3.109308 1.26 1.23 0.45
C -2.042619 -2.772062 2.960213 -0.08 -0.17 0.16
C -1.184142 -5.526690 2.260004 -0.31 -0.51 -0.91
Si 1.308418 -3.553128 -1.720159 -0.48 0.10 0.29
C 0.899240 -4.926395 -2.920067 0.13 -0.42 0.08
C 2.787863 -4.045528 -0.731384 0.99 -0.45 -0.14
C 1.643556 -1.983672 -2.674165 0.04 -0.62 -0.19
H -5.013798 -3.715403 -1.207770 0.29 0.06 0.65
H -4.307709 -2.533696 -0.071818 0.04 -0.02 -0.04
H -4.437345 -4.234190 0.414877 -0.12 -0.08 0.11
H -3.560006 -3.576281 -3.499868 -0.41 0.01 -0.03
H -1.851050 -3.368349 -3.579692 0.04 0.04 0.22
H -2.819366 -2.099745 -2.819247 -0.07 -0.41 -0.12
H -3.404529 -6.214352 -2.130225 0.04 -0.09 0.19
H -2.559728 -6.378262 -0.525759 -0.26 0.15 -0.60
H -1.630220 -6.200165 -2.005976 -0.18 0.12 -0.05
H 1.229801 -2.562058 3.146408 -0.25 -0.63 0.25
H 1.753048 -4.126039 2.627936 -0.08 -0.25 -0.10
H 0.840051 -4.015626 4.139466 -0.12 0.16 -0.31
H -1.852765 -1.707058 3.031015 0.02 0.24 -0.06
H -2.199695 -3.149984 3.976383 0.07 0.04 0.00
H -2.982585 -2.942467 2.425888 0.10 0.11 -0.09
H -0.355629 -6.163829 1.948245 0.01 -0.13 -0.10
H -2.048435 -5.750188 1.596630 0.43 0.09 0.56
H -1.409999 -5.794884 3.282450 -0.26 -0.11 0.33
H 0.834275 -5.883609 -2.379686 0.11 0.19 -0.16
H 1.681690 -5.022557 -3.701458 -0.51 0.08 0.34
H -0.083796 -4.764965 -3.362790 0.12 0.01 -0.28
H 2.696141 -5.079160 -0.373775 0.07 0.13 -0.09
H 2.957190 -3.426656 0.130702 -0.13 0.37 0.53
H 3.736930 -3.953482 -1.301949 -0.56 -0.24 0.03
H 0.721532 -1.735276 -3.178984 -0.34 0.38 -0.23
H 2.406812 -2.160793 -3.458631 -0.20 0.25 0.57
H 1.910777 -1.195747 -1.978658 0.23 0.31 -0.13